Formula: C3H9NO
Source: the OMol25 dataset
Level of theory: ωB97M-V/def2-TZVPD

Results
E_LUMO (spin up / spin down) in Eh: -0.15655 / -0.28714
Charge: +1
ΔE to the lowest compared entry with this formula, charge and spin in kcal per mole: 17.73
2S+1: 2
Kohn-Sham gap (spin up / spin down) in eV: 10.486 / 6.937

Geometry (Å):
C  -0.07345  -1.68508  -0.22084
C  -0.92368  -0.48340  -0.20212
C  -0.56361  0.47574  -1.10762
N  -1.17036  1.68063  -1.08260
H  0.80855  -1.73940  -0.92612
H  0.38072  -2.10425  0.68840
H  -0.63535  -2.56242  -0.63813
H  -1.68610  -0.38596  0.56533
H  0.06675  0.30250  -1.97476
H  -1.47117  2.14973  -1.92939
H  -1.58294  2.04626  -0.23202
H  1.37152  0.04316  1.73110
H  2.87172  0.22695  1.54501
O  2.20383  0.04534  2.21199

Here are the natural (NBO) charges for atoms 1 to 2, given in e: atom 1 (C): -0.7458, atom 2 (C): 0.0204

---

Formula: C4H10NOS
Source: the OMol25 dataset
Level of theory: ωB97M-V/def2-TZVPD

Results
E_LUMO (spin up / spin down) in Eh: -0.13349 / -0.24772
Charge: +1
ΔE to the lowest compared entry with this formula, charge and spin in kcal per mole: 49.37
2S+1: 3
Kohn-Sham gap (spin up / spin down) in eV: 5.233 / 7.869

Geometry (Å):
C  -1.21152  -0.00484  1.25979
C  -1.05418  0.59850  -0.96342
C  -0.25760  -0.27970  0.03998
C  1.69411  0.90953  -0.41962
N  -0.33784  -1.75644  -0.26138
O  1.11823  -0.12619  0.27956
S  -2.55897  0.48482  0.07353
H  -1.40222  -0.82508  1.89451
H  -0.83592  0.79298  1.96145
H  -0.74953  1.57230  -1.15135
H  -1.32752  0.11733  -1.90022
H  2.71090  1.23029  0.01602
H  0.94839  1.79450  -0.48557
H  1.89085  0.57182  -1.37429
H  -0.22147  -1.69802  -1.21083
H  -1.23744  -2.10690  0.04076
H  0.45458  -2.40419  0.11105

Here are the natural (NBO) charges for atoms 1 to 2, given in e: atom 1 (C): -0.7290, atom 2 (C): -0.7346

---

Formula: C5H10N3O3PS
Source: the OMol25 dataset
Level of theory: ωB97M-V/def2-TZVPD

Results
E_LUMO in Eh: 0.02117
2S+1: 1
Kohn-Sham gap in eV: 9.683

Geometry (Å):
C  1.42440  -0.07117  -1.03673
C  0.30729  1.73489  0.02433
C  1.28253  -0.07211  1.38302
C  -0.16068  -1.85950  -0.19380
C  -1.63066  0.38764  0.93439
N  1.39109  0.69171  0.19394
N  0.24020  -0.87851  -1.24286
N  -1.07702  1.16954  -0.31277
O  -0.71566  -1.44090  2.75967
O  -2.14101  -0.55971  -1.95125
O  -0.45909  0.94363  -2.74298
P  -0.44035  -0.85954  1.41500
S  -0.92624  0.17966  -1.69119
H  1.44240  0.58041  -1.91865
H  2.20099  -0.86471  -1.11981
H  0.22030  2.30058  0.93590
H  0.52780  2.48184  -0.81318
H  2.14390  -0.57667  1.41301
H  1.27945  0.63194  2.26836
H  -1.11778  -2.12387  -0.54550
H  0.46426  -2.65660  -0.20754
H  -1.76199  1.01743  1.71450
H  -2.49412  -0.15598  0.73413

Here are the natural (NBO) charges for atoms 1 to 2, given in e: atom 1 (C): -0.1053, atom 2 (C): -0.0944